Molecular formula: C38H34FN4O6Sn
Method: DFT, wB97M-V/def2-TZVPD

Its total charge is +1. The calculation puts the energy above the lowest of the compared OMol25 structures with the same formula, charge and spin at 321.4 kJ/mol. Its HOMO energy is -0.3976 Eh. The value obtained for the frontier orbital gap is 4.6 eV.

```
84
Properties=species:S:1:pos:R:3:forces:R:3
Sn 0.43400 -0.35797 0.50745 -0.12 0.25 0.93
O 1.31563 3.91093 0.88146 -0.17 -0.01 -0.18
C 0.94374 2.75628 1.00729 -0.09 -0.05 -0.26
O 0.86322 1.83868 0.10142 0.20 0.27 0.02
C 0.52978 2.28767 2.38657 0.03 0.00 0.09
C 0.42070 3.11224 3.49098 -0.01 -0.01 0.11
C 0.15863 2.52305 4.72455 -0.02 0.03 -0.03
C 0.06069 1.14005 4.82436 0.01 0.12 0.07
C 0.17531 0.39402 3.66615 0.01 -0.04 -0.14
N 0.37190 0.97573 2.48793 -0.13 -0.07 -0.03
C 0.16636 -1.12782 3.61639 -0.07 0.03 0.24
O 0.03646 -1.73245 4.66506 0.00 -0.01 -0.25
O 0.32144 -1.58374 2.42786 0.03 -0.36 -0.35
H 0.56654 4.17658 3.37141 0.02 0.00 -0.01
H 0.05446 3.13944 5.60939 0.05 -0.02 -0.01
H -0.07392 0.62994 5.76831 -0.05 -0.01 -0.04
O -1.07727 -5.05242 -5.97332 -0.06 -0.05 0.02
C 0.20160 -5.19334 -5.55915 0.04 0.00 0.04
O 0.94924 -5.92321 -6.13782 0.03 0.03 -0.03
C 0.61218 -4.38470 -4.36311 -0.03 -0.04 -0.01
C 1.94232 -3.99499 -4.27450 0.04 -0.03 0.01
C 2.38374 -3.25452 -3.19343 0.08 0.10 -0.02
C 1.50174 -2.91873 -2.16800 -0.08 -0.08 0.04
C 0.17350 -3.32539 -2.24511 -0.01 0.02 0.13
C -0.26701 -4.05417 -3.33705 -0.05 0.02 0.03
N 1.90564 -2.14972 -1.04855 0.12 0.00 -0.21
C 3.03871 -2.35823 -0.53208 0.01 -0.22 0.09
C 3.55897 -1.54280 0.57770 -0.01 0.04 0.03
C 4.84216 -1.79518 1.02821 0.05 -0.03 0.03
C 5.36142 -1.03650 2.06594 0.04 -0.05 -0.01
C 4.57097 -0.04864 2.61514 0.00 0.02 0.02
C 3.29442 0.14350 2.10844 0.05 -0.04 -0.17
N 2.78884 -0.57947 1.10989 -0.08 0.06 -0.02
H -1.52975 -4.37685 -5.45680 0.03 0.02 0.00
H 2.62401 -4.28456 -5.06300 -0.01 0.03 -0.01
H 3.41223 -2.91544 -3.15968 -0.03 0.01 0.01
H -0.49061 -3.10356 -1.41975 -0.04 0.04 -0.04
H -1.29575 -4.40035 -3.35629 0.04 0.01 0.01
H 3.68344 -3.17954 -0.85534 0.05 0.05 -0.06
H 5.42244 -2.58288 0.56656 -0.01 0.00 0.01
H 6.36180 -1.22080 2.43338 -0.01 0.01 0.01
H 4.92322 0.57166 3.42715 -0.02 0.00 -0.02
H 2.66071 0.91326 2.51596 0.01 0.03 0.02
C -3.39959 0.17587 2.20588 0.06 0.11 -0.02
C -3.86269 1.62720 2.36853 0.04 -0.13 -0.15
C -5.35290 1.74260 1.99776 0.03 0.02 0.04
C -3.10148 2.71687 1.63974 0.33 -0.15 -0.05
C -2.91181 3.91130 2.28224 0.03 0.31 -0.02
C -2.44657 5.03887 1.59711 0.01 -0.15 -0.27
C -2.14760 4.99300 0.23494 -0.02 0.30 0.43
C -2.28985 3.84058 -0.49632 -0.41 -0.27 -0.33
C -1.73674 3.78882 -1.91640 -0.07 0.08 0.01
C -0.41119 4.55534 -2.05090 0.04 -0.09 0.09
C -2.70965 4.37921 -2.95332 -0.02 -0.13 0.09
C -2.79215 2.66916 0.21837 0.21 0.11 -0.11
N -2.82866 1.48065 -0.36212 -0.18 -0.27 1.21
C -3.43046 1.18731 -1.49808 -0.02 -0.11 -1.19
C -4.66227 1.78794 -1.90022 0.52 0.26 0.23
C -5.36431 1.28692 -2.96074 -0.14 -0.10 -0.25
C -4.84950 0.21889 -3.69996 0.07 0.02 0.04
C -3.64147 -0.38537 -3.35699 -0.12 0.03 -0.12
C -2.96672 0.07224 -2.25772 0.09 -0.05 0.13
F -1.80374 -0.47841 -1.92381 -0.34 0.15 -0.03
H -3.93553 -0.44077 2.92863 0.01 0.03 0.02
H -2.33471 0.06016 2.39906 0.07 0.00 -0.01
H -3.61297 -0.22165 1.21578 0.01 0.00 -0.01
H -3.77178 1.87565 3.42791 0.02 0.05 0.02
H -5.53128 1.36140 0.98892 0.01 0.03 0.00
H -5.70847 2.77274 2.05335 0.00 -0.03 0.01
H -5.94458 1.14073 2.68743 -0.01 -0.02 -0.03
H -3.14953 3.98640 3.33623 -0.05 0.03 -0.03
H -2.31075 5.96890 2.13556 0.01 -0.02 -0.01
H -1.76160 5.87866 -0.25157 0.09 -0.03 0.06
H -1.53081 2.74573 -2.16347 -0.06 0.00 -0.02
H -0.58685 5.63055 -2.13044 0.02 -0.03 0.02
H 0.08609 4.23450 -2.96632 -0.05 0.05 -0.04
H 0.26923 4.36591 -1.22614 0.06 -0.04 0.12
H -2.99004 5.39764 -2.67790 0.02 0.00 -0.01
H -3.61905 3.79655 -3.07825 -0.08 -0.05 0.08
H -2.20782 4.41616 -3.92061 0.01 0.05 0.02
H -5.05948 2.58899 -1.28913 0.02 -0.02 0.03
H -6.31965 1.71942 -3.22501 0.01 -0.04 -0.01
H -5.39728 -0.15450 -4.55544 -0.01 0.00 0.03
H -3.23252 -1.20267 -3.93470 0.00 0.01 0.02
```
Forces are in eV/Å.